Record 1
The following is a quantum chemistry calculation of C29H21BrN7O3PbSTe4 as an isolated structure at a distorted geometry, from the OMol25 dataset.

Calculated values
Kohn-Sham gap in Ha: 0.11687
E_tot in a.u.: -5963.93360
2S+1: 1
HOMO energy in eV: -2.54
Charge: -1
Max |F| in eV/Å: 3.58

Geometry (Å):
Pb (-15.93, -4.64, -0.17)
Te (-12.45, -5.65, 0.55)
Te (-11.08, -4.15, 2.20)
Te (-13.05, -2.59, 3.19)
Te (-13.86, -1.82, 0.73)
S (-22.39, -7.13, 3.96)
N (-21.17, -6.21, 4.49)
C (-20.29, -5.99, 3.48)
C (-19.21, -5.03, 3.47)
C (-18.71, -4.23, 4.51)
C (-17.61, -3.41, 4.26)
C (-16.84, -3.57, 3.14)
N (-17.26, -4.40, 2.16)
C (-18.40, -5.11, 2.26)
C (-18.85, -5.79, 1.07)
N (-18.21, -5.59, -0.14)
C (-18.66, -6.23, -1.22)
C (-19.92, -6.94, -1.29)
C (-20.69, -7.01, -0.14)
C (-20.10, -6.51, 1.02)
C (-20.76, -6.67, 2.30)
N (-21.92, -7.35, 2.43)
H (-19.26, -4.28, 5.48)
H (-17.17, -2.84, 5.08)
H (-15.90, -3.07, 2.98)
H (-18.17, -5.97, -2.15)
H (-20.15, -7.41, -2.27)
H (-21.71, -7.45, -0.12)
Br (-16.07, -8.19, 2.44)
C (-15.22, -8.23, 0.73)
C (-14.65, -9.52, 0.46)
C (-14.45, -9.84, -0.91)
C (-14.54, -8.80, -1.83)
C (-15.05, -7.57, -1.44)
N (-15.42, -7.28, -0.16)
C (-15.23, -6.48, -2.50)
O (-14.92, -6.66, -3.67)
O (-15.82, -5.35, -2.20)
H (-14.50, -10.28, 1.27)
H (-14.09, -10.84, -1.26)
H (-14.52, -9.02, -2.90)
C (-22.11, -1.83, -3.75)
N (-20.99, -1.86, -2.81)
N (-19.67, -2.12, -3.25)
C (-18.91, -2.40, -2.13)
O (-17.69, -2.66, -2.11)
C (-19.79, -2.19, -0.98)
C (-21.07, -1.90, -1.46)
C (-22.43, -1.87, -0.78)
C (-19.09, -1.75, -4.51)
C (-18.05, -2.57, -5.10)
C (-17.55, -2.28, -6.38)
C (-17.90, -1.08, -7.01)
C (-18.74, -0.19, -6.36)
C (-19.33, -0.48, -5.15)
H (-21.66, -2.03, -4.70)
H (-22.64, -0.86, -3.70)
H (-22.86, -2.64, -3.48)
H (-19.50, -2.21, 0.07)
H (-22.27, -1.65, 0.31)
H (-22.90, -2.82, -0.90)
H (-23.01, -1.01, -1.10)
H (-17.73, -3.47, -4.55)
H (-16.87, -3.00, -6.75)
H (-17.52, -0.74, -7.95)
H (-18.99, 0.78, -6.77)
H (-19.89, 0.21, -4.63)

---

Record 2
The following is a quantum chemistry calculation of C29H21FeN3OPS as an isolated structure, from the OMol25 dataset.

Calculated values
Kohn-Sham gap (alpha / beta) in Ha: 0.27027 / 0.26909
E_tot in a.u.: -3359.96414
2S+1: 2
HOMO energy (alpha / beta) in eV: -14.09 / -14.08
Charge: +2
Max |F| in eV/Å: 0.58

Geometry (Å):
Fe (0.68, -1.72, 0.65)
N (1.54, -2.14, -3.32)
C (0.27, -1.68, -3.64)
C (-0.35, -1.46, -4.87)
C (-1.67, -1.06, -4.83)
C (-2.35, -0.90, -3.61)
C (-1.73, -1.13, -2.40)
C (-0.38, -1.49, -2.42)
N (0.50, -1.82, -1.39)
C (1.61, -2.21, -1.99)
C (2.73, -2.65, -1.16)
C (3.94, -3.19, -1.45)
S (4.76, -3.55, 0.01)
C (3.45, -2.97, 0.91)
N (2.46, -2.53, 0.18)
H (2.26, -2.41, -3.97)
H (0.17, -1.62, -5.80)
H (-2.19, -0.88, -5.76)
H (-3.39, -0.63, -3.63)
H (-2.28, -1.05, -1.47)
H (4.38, -3.41, -2.41)
H (3.45, -2.97, 1.99)
O (0.84, -2.61, 2.44)
C (0.18, -1.61, 2.48)
C (-0.54, -0.76, 3.37)
C (-0.75, -0.95, 4.73)
C (-1.52, 0.00, 5.39)
C (-2.05, 1.09, 4.69)
C (-1.81, 1.28, 3.33)
C (-1.05, 0.34, 2.67)
P (-0.46, 0.32, 0.94)
C (1.09, 1.26, 0.95)
C (1.95, 1.10, -0.14)
C (3.15, 1.79, -0.18)
C (3.50, 2.63, 0.87)
C (2.65, 2.78, 1.96)
C (1.44, 2.10, 2.00)
C (-1.69, 1.20, 0.00)
C (-3.04, 0.86, 0.17)
C (-4.01, 1.53, -0.56)
C (-3.64, 2.52, -1.46)
C (-2.31, 2.86, -1.63)
C (-1.33, 2.20, -0.90)
H (-0.35, -1.81, 5.25)
H (-1.72, -0.11, 6.44)
H (-2.65, 1.81, 5.23)
H (-2.22, 2.13, 2.82)
H (1.67, 0.47, -0.98)
H (3.81, 1.69, -1.03)
H (4.44, 3.17, 0.85)
H (2.92, 3.44, 2.77)
H (0.78, 2.24, 2.84)
H (-3.33, 0.08, 0.86)
H (-5.05, 1.27, -0.42)
H (-4.41, 3.04, -2.02)
H (-2.03, 3.65, -2.32)
H (-0.29, 2.47, -1.03)

---

Record 3
The following is a quantum chemistry calculation of one molecule with the formula C29H22BF9O2S at a distorted geometry, from the OMol25 dataset.

Calculated values
Kohn-Sham gap in Ha: 0.24368
E_tot in a.u.: -2590.56042
2S+1: 1
HOMO energy in eV: -7.81
Charge: 0
Max |F| in eV/Å: 3.43

Geometry (Å):
C (-4.51, 1.23, -4.23)
C (-3.37, 0.73, -3.38)
C (-2.83, -0.56, -3.59)
C (-1.78, -0.92, -2.69)
C (-1.43, 0.11, -1.80)
B (-0.80, 0.10, -0.12)
C (0.17, 0.37, -1.50)
C (0.75, 1.67, -1.67)
C (1.99, 1.84, -2.24)
C (2.56, 3.24, -2.31)
F (3.84, 3.28, -2.79)
F (1.82, 4.08, -3.10)
F (2.59, 3.82, -1.07)
C (2.73, 0.77, -2.73)
C (2.18, -0.52, -2.60)
C (2.90, -1.73, -3.13)
F (2.48, -2.88, -2.49)
F (2.68, -1.95, -4.48)
F (4.26, -1.65, -2.96)
C (0.99, -0.71, -1.98)
O (-1.41, 1.20, 0.45)
C (-2.58, 0.71, 1.17)
C (-2.51, -0.83, 1.12)
O (-1.32, -1.15, 0.32)
S (-2.51, 1.53, -2.12)
H (-4.60, 0.58, -5.11)
H (-5.48, 1.21, -3.73)
H (-4.33, 2.25, -4.59)
H (-3.18, -1.22, -4.40)
H (-1.25, -1.91, -2.75)
H (0.16, 2.53, -1.37)
H (3.71, 0.91, -3.17)
H (0.58, -1.71, -1.90)
H (-2.62, 1.09, 2.21)
H (-3.46, 1.06, 0.60)
H (-2.49, -1.26, 2.16)
H (-3.36, -1.27, 0.52)
F (-2.36, 1.46, 6.10)
C (-1.11, 1.99, 5.88)
F (-1.22, 3.35, 5.89)
F (-0.33, 1.64, 6.97)
C (-0.56, 1.44, 4.58)
C (-0.30, 2.28, 3.48)
C (0.08, 1.69, 2.29)
C (0.22, 0.31, 2.16)
C (0.63, -0.18, 0.84)
C (1.27, -1.52, 0.86)
C (2.65, -1.52, 0.61)
C (3.39, -2.69, 0.79)
C (2.75, -3.88, 1.16)
C (1.36, -3.90, 1.37)
C (0.62, -2.72, 1.16)
C (0.03, -0.51, 3.27)
C (-0.36, 0.07, 4.49)
H (-0.34, 3.37, 3.57)
H (0.46, 2.35, 1.49)
H (1.26, 0.59, 0.37)
H (3.15, -0.56, 0.43)
H (4.48, -2.62, 0.67)
H (3.36, -4.79, 1.28)
H (0.87, -4.81, 1.75)
H (-0.47, -2.76, 1.35)
H (0.37, -1.54, 3.25)
H (-0.46, -0.57, 5.38)